No. 1
Computed, not measured: a cluster of 13 separate species, C28H78F3O14 in total, with ωB97M-V/def2-TZVPD.

Calculated values
Frontier orbital gap   0.19589 Eh
Energy above the lowest of the compared OMol25 structures with the same formula, charge and spin   123.50 kcal per mole

```
! wB97M-V def2-TZVPD RIJCOSX def2/J DEFGRID3
* xyz -1 1
C -0.4616 0.5135 0.8377
O -0.2654 -0.6521 -0.0247
O -1.2748 1.3780 0.0745
C -0.8003 0.1812 2.3508
F -0.9219 1.2259 3.1076
F -1.9396 -0.5000 2.4080
F 0.0886 -0.5807 2.9752
C 0.6803 -1.6691 0.2859
C 0.9123 -2.3927 -0.9934
H 1.4030 -1.7775 -1.7476
H 1.5158 -3.2860 -0.8321
H -0.0238 -2.7297 -1.4386
H 0.3169 -2.3415 1.0629
H 1.6444 -1.2774 0.6100
H 0.4989 1.0196 0.9353
C 2.4038 3.6873 -5.6149
C 2.3724 2.2411 -5.0914
O 1.4874 1.5126 -5.9196
H 1.4348 4.1180 -5.3626
H 2.4093 3.7030 -6.7048
H 3.2336 4.2724 -5.2184
H 2.0161 2.2573 -4.0614
H 3.3852 1.8433 -5.1560
H 0.5820 1.8180 -5.8265
C 5.5595 -5.4028 2.4970
C 4.4276 -6.0362 3.2656
O 4.9308 -7.0485 4.1628
H 6.1873 -4.7144 3.0628
H 5.1124 -4.8698 1.6579
H 6.1645 -6.1872 2.0423
H 3.7325 -6.4908 2.5597
H 3.9221 -5.2735 3.8580
H 4.1252 -7.4330 4.5162
C -2.6015 9.7933 -1.2084
C -2.8314 8.3850 -0.6685
O -1.6255 7.6588 -0.9371
H -2.3328 9.6897 -2.2597
H -1.7667 10.2464 -0.6737
H -3.5003 10.4053 -1.1338
H -3.6623 7.8573 -1.1368
H -3.1678 8.3630 0.3681
H -1.8419 6.7260 -0.8683
C 1.4875 -5.2635 -7.8347
C 0.3581 -5.9038 -8.6588
O 0.5854 -7.2181 -8.8912
H 1.6565 -5.8489 -6.9310
H 1.1658 -4.2797 -7.4931
H 2.3587 -5.3454 -8.4847
H 0.2968 -5.4358 -9.6413
H -0.6179 -5.7462 -8.1999
H -0.2637 -7.5466 -9.1955
C -3.6532 2.0346 9.3570
C -5.1418 1.7321 9.2398
O -5.8771 2.9445 9.4606
H -3.5332 2.5282 10.3213
H -3.4004 2.7468 8.5715
H -3.0039 1.1640 9.2638
H -5.5147 0.9874 9.9429
H -5.3748 1.4519 8.2125
H -6.7825 2.8902 9.1461
C -3.2192 4.1820 -6.9093
C -3.3000 3.9156 -5.4010
O -2.9140 2.6122 -5.0510
H -2.2212 3.9580 -7.2860
H -3.4937 5.2076 -7.1558
H -3.8719 3.5296 -7.4894
H -4.3333 4.0555 -5.0837
H -2.7569 4.5787 -4.7276
H -2.6035 2.7361 -4.1511
C -6.2170 4.4286 2.7778
C -6.8417 3.2756 2.0183
O -6.4602 3.4416 0.6602
H -6.6099 4.4424 3.7944
H -6.4539 5.3644 2.2716
H -5.1347 4.3130 2.8356
H -7.9262 3.3415 2.1059
H -6.5932 2.2895 2.4107
H -5.5048 3.3475 0.6569
C -1.4755 -8.3485 -1.7981
C -2.4770 -7.7000 -2.7792
O -3.4668 -6.9748 -2.1580
H -0.7649 -9.0228 -2.2758
H -1.9507 -8.9549 -1.0270
H -0.9523 -7.5712 -1.2412
H -2.9539 -8.5386 -3.2866
H -2.0092 -7.0335 -3.5039
H -4.0144 -7.6218 -1.7072
C 5.4573 2.4783 1.7886
C 5.9165 1.1961 2.3869
O 6.9432 1.4759 3.3440
H 6.3160 3.0818 1.4942
H 4.8838 3.1316 2.4462
H 4.9575 2.2533 0.8464
H 6.3109 0.4231 1.7273
H 5.0899 0.8204 2.9898
H 7.8064 1.4178 2.9279
C 7.5565 -2.8461 -3.5810
C 7.4109 -4.3515 -3.7705
O 8.4597 -4.9675 -3.0401
H 7.7862 -2.6035 -2.5435
H 6.7074 -2.2870 -3.9741
H 8.3175 -2.4611 -4.2600
H 7.2692 -4.6527 -4.8085
H 6.4868 -4.6954 -3.3057
H 8.1763 -5.8629 -2.8411
C 0.9294 7.6787 4.0650
C 0.8132 9.1637 3.7684
O 0.8260 9.9211 4.9571
H 0.2353 7.2982 4.8144
H 1.9321 7.4446 4.4223
H 0.8364 7.0128 3.2070
H -0.0753 9.3480 3.1645
H 1.6070 9.4773 3.0904
H 0.1263 9.6746 5.5663
C -2.4830 -6.2113 4.0110
C -3.4241 -7.1448 4.7286
O -4.7136 -6.5200 4.8773
H -1.4516 -6.5419 3.8888
H -2.4798 -5.2333 4.4922
H -2.7638 -6.0801 2.9660
H -3.0779 -7.4355 5.7204
H -3.4766 -8.0969 4.2006
H -4.9663 -6.6841 5.7888
*
```

---

No. 2
Computed, not measured: a cluster of 11 separate species, C89H193N11O11 in total, with ωB97M-V/def2-TZVPD.

Calculated values
Frontier orbital gap   0.32026 Eh
SMILES string   CC1(C)CCCC(C)(C)N1O.CC1(C)CCCC(C)(C)N1O.CC1(C)CCCC(C)(C)N1O.CC1(C)CCCC(C)(C)N1O.CC1(C)CCCC(C)(C)N1O.CC1(C)CCCC(C)(C)N1O.CC1(C)CCCC(C)(C)N1O.CC1(C)CCCC(C)(C)N1O.CC1(C)CCCC(C)(C)N1O.COC[C@H](C)N.COC[C@H](C)N
Energy above the lowest of the compared OMol25 structures with the same formula, charge and spin   109.76 kcal per mole

```
! wB97M-V def2-TZVPD RIJCOSX def2/J DEFGRID3
* xyz 0 1
C 24.5163 16.4965 17.7776
C 25.4314 17.3232 18.6212
C 24.6550 18.1531 19.6592
C 26.3757 16.3726 19.4609
C 27.4754 15.7281 18.6189
C 28.1940 16.8894 17.8654
C 27.3077 17.7424 16.9639
C 28.1179 18.9405 16.3762
C 26.8644 16.8597 15.7917
N 26.2556 18.2661 17.8331
O 25.3017 19.0013 17.0412
H 23.3848 16.6590 18.0028
H 24.4633 16.9233 16.7815
H 24.7097 15.3987 17.7631
H 25.1981 18.8751 20.3131
H 23.9324 18.8475 19.2099
H 24.0278 17.4874 20.3278
H 26.8786 16.9875 20.1979
H 25.8238 15.6304 19.9942
H 28.1396 15.1103 19.2358
H 26.9216 15.0003 17.9116
H 28.9006 16.3891 17.2047
H 28.7273 17.5287 18.5848
H 27.5120 19.5947 15.7218
H 28.9242 18.4926 15.7865
H 28.5842 19.6411 17.0818
H 27.7414 16.5187 15.1941
H 26.3153 17.5493 15.0858
H 26.2652 16.0018 16.0646
H 25.6508 19.9299 17.1336
C 20.2635 19.1027 23.1284
C 19.6636 19.8080 21.9251
C 18.6448 18.8561 21.3010
C 19.0488 21.1394 22.3794
C 18.6726 21.9894 21.1556
C 19.8257 22.3173 20.3166
C 20.4735 20.9938 19.7976
C 19.7100 20.2238 18.7450
C 21.8532 21.3940 19.1903
N 20.7745 20.1684 21.0444
O 21.3684 18.9746 20.5006
H 19.6432 18.9800 24.0286
H 20.5067 18.0650 22.9037
H 21.1602 19.6231 23.3616
H 19.2427 18.0929 20.7609
H 18.1008 18.4108 22.1002
H 17.9359 19.3673 20.5778
H 18.1293 20.8883 22.8978
H 19.6245 21.7268 23.0950
H 17.9560 21.4673 20.5765
H 18.2250 22.8586 21.5987
H 20.5466 22.8611 20.9408
H 19.5091 23.0269 19.4965
H 20.2468 20.4180 17.7770
H 18.6367 20.5148 18.4795
H 19.7844 19.1978 18.8835
H 22.3153 20.6643 18.4884
H 22.6803 21.5600 19.9083
H 21.6366 22.3220 18.6887
H 22.3241 18.9187 20.6333
C 23.1820 12.6658 17.7229
C 23.4058 11.3646 16.8380
C 22.2277 10.4295 17.0314
C 23.4244 11.7660 15.3215
C 24.6992 12.4011 14.8398
C 25.8966 11.5417 15.1671
C 26.0123 11.2351 16.7377
C 27.0565 10.1224 16.9448
C 26.3996 12.4358 17.5853
N 24.6472 10.6225 17.0614
O 24.6423 10.0722 18.3475
H 23.7416 12.5681 18.6346
H 23.4568 13.5963 17.2444
H 22.0974 12.7197 17.9201
H 21.3407 10.9774 16.7044
H 22.4832 9.6235 16.3771
H 22.0797 10.0838 18.0537
H 23.3549 10.8167 14.7753
H 22.6027 12.4307 15.0729
H 24.6031 12.5562 13.7196
H 24.7572 13.4078 15.1919
H 26.8543 11.9170 14.8239
H 25.8386 10.5077 14.7256
H 26.7578 9.1840 16.4892
H 27.0337 9.9408 17.9963
H 28.0348 10.2303 16.6086
H 25.7846 13.2800 17.2360
H 27.4355 12.6015 17.3410
H 26.2660 12.3184 18.6678
H 24.6466 10.7941 18.9737
C 16.5936 21.2980 15.6643
C 16.9960 21.9380 14.2520
C 18.0571 22.9854 14.4664
C 17.2851 20.7985 13.2757
C 17.2611 21.3481 11.8498
C 15.9743 21.8605 11.4737
C 15.5556 22.9530 12.4585
C 16.3703 24.2758 12.1759
C 14.1027 23.2706 12.1028
N 15.6978 22.5394 13.8148
O 15.4716 23.7398 14.6410
H 17.5286 20.7741 16.0225
H 16.3555 22.1583 16.3200
H 15.7177 20.6357 15.6292
H 17.7090 23.9764 14.2614
H 18.4194 23.0272 15.4328
H 18.9558 22.7881 13.8391
H 18.1646 20.2121 13.5300
H 16.4677 20.0644 13.4339
H 18.0747 22.1014 11.9440
H 17.8093 20.6814 11.1167
H 15.1406 21.1158 11.4404
H 15.9455 22.3751 10.4970
H 17.4548 24.1807 12.2843
H 16.1113 25.1840 12.8208
H 16.2201 24.6232 11.1690
H 13.5491 22.3736 11.8156
H 14.1862 23.7126 11.1173
H 13.6022 23.9563 12.7666
H 14.6387 23.5563 15.1189
C 23.3030 22.4250 14.3543
C 22.9037 20.9947 13.9529
C 22.3676 20.2456 15.1600
C 21.8618 21.1914 12.8501
C 21.4264 19.8723 12.4031
C 22.6144 19.1970 11.6589
C 23.8909 19.0582 12.4516
C 23.7461 17.8729 13.4103
C 25.1868 18.9318 11.6502
N 24.0908 20.3874 13.1581
O 25.2123 20.4087 14.0440
H 24.3333 22.5846 14.0198
H 22.6249 23.1863 13.8847
H 23.3519 22.6856 15.3915
H 21.6916 20.9249 15.6066
H 21.8277 19.3131 14.8636
H 23.1597 20.0413 15.8856
H 21.0326 21.7485 13.3425
H 22.3108 21.8369 12.1443
H 21.0649 19.2543 13.2484
H 20.6980 19.9171 11.5900
H 22.8318 19.8631 10.8032
H 22.3878 18.3019 11.2347
H 22.7931 17.9494 13.9880
H 24.6047 17.7863 14.0864
H 23.5860 16.9166 12.7967
H 26.0878 18.6981 12.2032
H 25.3642 19.9584 11.2472
H 25.1829 18.2127 10.8285
H 25.0840 19.8708 14.8336
C 22.1850 12.7085 12.0424
C 21.2915 13.3452 10.9843
C 22.2244 13.9842 9.9516
C 20.4195 12.2409 10.3364
C 19.4322 12.8494 9.3065
C 18.5784 13.7911 10.0596
C 19.2671 14.8606 10.9013
C 19.7149 16.0133 9.9837
C 18.1361 15.2915 11.8707
N 20.3919 14.2918 11.6504
O 21.1055 15.3255 12.2969
H 21.5198 12.1801 12.7574
H 22.8631 11.9679 11.6944
H 22.7080 13.4464 12.5912
H 21.7429 14.5673 9.1474
H 22.8444 14.6358 10.5273
H 22.8085 13.2021 9.5821
H 21.1456 11.6135 9.8311
H 19.9159 11.6756 11.1528
H 20.0596 13.2472 8.4853
H 18.8271 12.0752 8.8293
H 18.1170 13.2115 10.8159
H 17.6540 14.2370 9.5336
H 18.9728 16.8342 10.0313
H 19.8200 15.7385 8.9453
H 20.6232 16.4787 10.3163
H 18.4461 16.2191 12.3616
H 17.9350 14.5118 12.6259
H 17.2177 15.5656 11.3363
H 20.8755 15.1333 13.2070
C 22.8442 14.7945 20.5254
C 22.0073 13.7544 21.3218
C 21.9184 14.2437 22.7845
C 20.6571 13.7693 20.6781
C 19.7727 12.5620 21.0443
C 20.5584 11.3221 20.6379
C 21.9117 11.1855 21.3198
C 21.6432 10.9666 22.8515
C 22.6208 9.9291 20.8805
N 22.6742 12.4555 21.0242
O 23.9721 12.4155 21.6037
H 23.9469 14.7191 20.7508
H 22.7496 14.5853 19.4683
H 22.4774 15.7790 20.7670
H 21.7482 15.2745 22.7983
H 20.9755 13.8450 23.2437
H 22.7860 13.8880 23.3583
H 20.0571 14.6135 21.1276
H 20.6402 13.8846 19.6193
H 19.5226 12.5722 22.1220
H 18.8884 12.7092 20.4770
H 20.6128 11.3226 19.5447
H 19.9601 10.4532 20.8840
H 22.5843 11.1151 23.3909
H 21.3159 9.9347 23.0486
H 20.8875 11.6000 23.3390
H 23.0747 9.8461 19.9136
H 21.8272 9.1659 20.9060
H 23.3745 9.6344 21.5842
H 23.9382 12.2069 22.5526
C 13.1396 12.0902 11.8167
C 12.9498 11.4544 13.2462
C 11.4818 11.5854 13.7117
C 13.2172 9.9392 13.1569
C 14.7384 9.6780 13.0070
C 15.4804 10.4656 14.0990
C 15.2094 11.8992 14.2291
C 15.8284 12.3573 15.6967
C 16.0464 12.5865 13.1605
N 13.7788 12.0269 14.3504
O 13.3662 13.3348 14.5540
H 13.1485 13.1423 11.7312
H 12.3905 11.7535 11.0465
H 14.1064 11.7721 11.4314
H 11.0836 12.5367 13.5682
H 11.5443 11.3959 14.7936
H 10.8217 10.9287 13.1705
H 12.8413 9.4780 14.0771
H 12.6129 9.5210 12.3869
H 15.1238 9.7514 11.9851
H 14.9700 8.6371 13.2610
H 16.5407 10.2494 14.0561
H 15.1408 9.9749 14.9955
H 15.1004 12.2000 16.5159
H 16.7018 11.7645 15.8505
H 16.1233 13.3889 15.6080
H 15.9608 13.6845 13.2044
H 17.0840 12.3752 13.3940
H 15.8975 12.2798 12.0968
H 13.5942 13.8846 13.8129
C 11.5347 17.6680 16.5858
C 11.6965 16.9941 15.1504
C 10.7796 15.7444 15.0555
C 11.1954 17.9635 14.0568
C 12.1845 18.9910 13.6350
C 13.4535 18.4054 13.1751
C 14.0568 17.5438 14.3591
C 15.2834 16.8091 13.8976
C 14.3851 18.4232 15.5743
N 13.0144 16.5198 14.7466
O 13.4981 15.7919 15.8436
H 10.5826 17.4292 16.9570
H 12.3286 17.4416 17.2775
H 11.6116 18.7669 16.4329
H 11.0428 15.1423 14.1444
H 10.8529 15.1486 15.9120
H 9.7509 16.1403 14.8011
H 10.9308 17.3194 13.1111
H 10.3237 18.4568 14.5104
H 11.6773 19.5964 12.8499
H 12.3317 19.6129 14.5421
H 14.2591 19.1174 12.8689
H 13.2161 17.7935 12.3153
H 15.0675 16.0955 13.0314
H 15.8725 16.3907 14.6542
H 15.9642 17.5020 13.3134
H 14.1168 17.9651 16.4669
H 13.7301 19.3336 15.5535
H 15.4441 18.6244 15.6006
H 13.4458 14.8524 15.6184
C 13.3075 19.0006 19.1546
O 13.9580 17.6756 18.9612
C 15.3667 17.7196 18.9753
C 15.8398 16.2699 18.9831
C 15.7277 15.4550 20.3082
N 17.2062 16.2418 18.5424
H 13.2732 19.5759 18.1920
H 13.8574 19.6045 19.8239
H 12.3274 18.8909 19.5350
H 15.9020 18.1074 18.1097
H 15.6742 18.3120 19.9080
H 15.2320 15.7798 18.2527
H 14.7687 15.4651 20.7582
H 16.4893 15.7505 20.9961
H 15.8503 14.3838 20.1000
H 17.7139 16.7609 19.1719
H 17.3441 16.5386 17.6223
C 20.0422 13.7188 15.3550
O 20.6490 14.9900 14.9323
C 21.0740 15.7321 16.0911
C 20.0097 16.5005 16.7986
C 19.3954 17.6428 16.0531
N 20.5338 16.9615 18.1720
H 19.0580 13.9374 15.7063
H 20.6332 13.2895 16.1514
H 20.0011 13.0445 14.4864
H 21.6151 15.0079 16.7052
H 21.7704 16.3857 15.6394
H 19.2198 15.8082 17.1598
H 18.7444 18.1234 16.7963
H 18.8040 17.2343 15.2034
H 20.1783 18.2756 15.5078
H 20.9337 16.0732 18.4701
H 21.3913 17.5171 18.1131
*
```

---

No. 3
Computed, not measured: the molecule C5H8O2, with ωB97M-V/def2-TZVPD.

Calculated values
Frontier orbital gap   0.27373 Eh
Energy above the lowest of the compared OMol25 structures with the same formula, charge and spin   82.58 kcal per mole

```
! wB97M-V def2-TZVPD RIJCOSX def2/J DEFGRID3
* xyz 0 1
C 1.7182 -0.7441 0.9888
C 0.6269 -0.3289 0.0392
C 0.6553 -0.4871 -1.2984
C -0.6493 0.1359 0.5104
O -0.9999 -0.2698 1.7093
C -1.5355 1.1149 -0.2307
O -1.3747 1.3824 -1.4761
H 2.6398 -0.9233 0.4277
H 1.4621 -1.6530 1.5419
H 1.9202 0.0435 1.7231
H -0.1645 -0.0776 -1.8939
H 1.4790 -1.0209 -1.7688
H -1.9234 0.0006 1.8763
H -2.5828 0.8778 0.1401
H -1.2250 1.9460 0.5196
*
```

---

For the records above, the corresponding LUMO energy values read 1.8440 0.4605 -0.5374 eV.